Entry 1:
The following is a DFT calculation (ωB97M-V with the def2-TZVPD basis set) of a cluster of 11 separate species, C36H80O15 in total.

Properties
Molecular weight: 753.021 u
HOMO: -9.22 eV
Gap between HOMO and LUMO: 9.80 eV
SMILES string: C1CCOC1.C1CCOC1.C1CCOC1.C1CCOC1.C1CCOC1.C1CCOC1.C1CCOC1.OCCO.OCCO.OCCO.OCCO
E: -69334.851 eV
ΔE to the lowest compared entry with this formula, charge and spin: 0.0 kcal/mol

Geometry as ORCA input:
```
! RIJCOSX wB97M-V def2-TZVPD def2/J DEFGRID3
* xyz 0 1
O -0.99 -3.24 2.74
H -2.32 4.87 0.48
O -0.82 1.01 4.30
H 2.77 -0.07 2.15
H -5.86 1.05 1.69
H 2.31 1.36 -2.30
C 1.14 -4.22 3.51
H -4.02 2.25 -5.08
H 1.13 2.76 1.71
H -2.13 2.27 3.36
H 2.79 0.29 0.36
H -2.84 2.67 -2.77
H 2.25 2.96 0.38
H 0.38 2.92 6.73
C -0.06 -4.33 2.52
C -2.90 -3.16 -3.11
C -2.60 -2.81 -0.86
C 3.97 4.49 2.01
C 2.02 3.29 1.42
O -2.67 0.59 -2.51
C -3.83 -1.92 -1.20
H -0.46 0.58 6.21
H 1.18 -2.29 4.04
H -2.98 -3.75 -0.39
H -1.90 2.51 -1.04
O -2.00 -2.98 -2.09
H 4.84 -4.77 2.05
O 1.66 -2.83 3.38
H -4.43 0.61 -4.54
H -0.58 -2.46 2.42
H 1.34 -2.47 -2.81
H -3.66 2.04 1.66
H -2.40 -2.70 -3.98
H 2.78 3.25 3.48
H 0.25 -4.32 1.40
H -4.73 -2.03 -0.56
H 4.02 -6.86 1.20
C -3.71 1.16 1.02
C -3.21 -0.73 2.41
H -0.65 1.00 -3.44
H 0.65 1.02 1.06
O -4.50 -0.28 2.68
C -4.09 -2.29 -2.67
C -1.88 1.92 4.40
H -2.54 -0.77 3.29
H 4.37 4.91 2.93
H 0.93 0.68 5.06
C 3.01 5.45 1.33
H 3.38 5.58 0.36
H 5.67 -6.52 0.69
H -2.17 3.05 6.23
H -0.63 -5.26 2.69
C 4.68 -6.24 0.60
O 1.73 4.75 1.38
H 2.52 3.42 -3.90
H 0.37 -0.59 0.44
C -2.55 0.23 1.35
H 4.51 -5.66 -1.33
O 2.83 -3.16 -1.46
H -0.33 5.93 0.29
O 0.43 -0.46 2.54
C -4.96 0.40 1.48
H -3.13 -4.24 -3.32
C -2.34 0.85 -4.87
H -1.79 0.90 1.80
H 3.73 2.40 2.19
H -1.47 3.94 4.88
H 4.75 4.24 1.28
C -3.41 1.71 -2.93
H 2.20 -2.16 1.61
O 1.55 1.88 -4.85
H -0.84 2.94 0.18
H 0.86 -2.78 -1.14
H -4.11 -1.42 -3.29
H -5.24 -0.29 0.74
H 2.58 -4.62 0.31
H 4.10 1.45 -2.79
H -4.32 1.70 -2.32
H 2.96 -2.49 -0.79
H -1.96 -2.36 -0.14
H 1.51 -5.00 -3.15
C 3.09 3.23 2.37
C 1.48 -3.16 -1.93
C -1.42 3.03 5.42
H 4.86 -4.10 0.37
C -1.23 3.32 -0.73
H 2.07 0.16 -6.01
C 0.03 1.18 5.43
C 2.33 -0.29 1.16
H -3.53 -0.83 -1.23
C 0.02 2.67 5.75
O 2.56 -1.65 0.84
C -1.84 4.72 -0.49
H -1.26 -0.58 -3.37
H -1.67 1.57 -5.44
H 0.81 -4.41 4.53
H 0.66 3.10 4.96
C 3.05 1.34 -3.15
C 1.05 -4.55 -2.30
H 2.23 -0.60 -3.22
H -0.95 6.54 -1.24
H -2.64 4.91 -1.21
O 4.16 -6.41 -0.76
H 0.82 3.09 -1.68
H 0.71 0.05 -4.88
C -0.15 3.67 -1.77
H -2.53 -0.01 -5.49
O 1.16 -5.47 -1.18
H -3.71 1.45 -0.03
H -2.11 -0.24 0.40
H -2.82 1.41 4.64
C 0.85 -0.04 1.27
C 2.71 2.39 -4.26
C 2.74 0.04 -3.91
H 3.45 2.39 -4.96
H -0.07 0.28 3.04
C -1.60 0.42 -3.57
H 3.59 -0.40 -4.43
O 3.05 -4.48 1.14
H -5.06 -2.84 -2.83
O 0.25 5.01 -1.51
C 1.71 0.47 -5.03
C -0.64 5.65 -0.68
H 2.99 6.40 1.82
C -3.70 1.42 -4.40
H -0.03 -4.61 -2.47
H 1.92 -4.91 3.31
C 4.45 -4.84 1.02
H -3.26 -1.75 2.00
H 1.89 -6.10 -1.27
H -0.56 3.59 -2.84
*
```

***

Entry 2:
The following is a DFT calculation (ωB97M-V with the def2-TZVPD basis set) of a structure of composition C36H81BClN5O13Si2.

Properties
Molecular weight: 894.503 u
HOMO: -8.57 eV
Gap between HOMO and LUMO: 8.83 eV
E: -101667.240 eV

Geometry as ORCA input:
```
! RIJCOSX wB97M-V def2-TZVPD def2/J DEFGRID3
* xyz 0 1
H -1.38 3.12 -8.97
H 3.85 2.47 -1.33
H -4.76 5.43 10.28
C 2.45 -2.31 -11.39
H -6.48 5.42 10.61
H 5.39 -1.11 -5.70
N -2.71 1.58 -5.06
O 4.00 -2.74 -7.28
C -8.35 1.18 13.06
C 7.19 -3.95 -5.54
H -3.55 -0.37 -7.01
H -8.48 0.92 14.11
H 4.33 -3.99 -5.66
H 1.67 -4.32 -11.53
H -4.35 -1.47 8.66
H 3.09 -0.35 -11.07
H -8.91 0.45 12.46
O -3.47 -3.04 -6.30
H 3.14 -2.48 -12.22
H 3.41 -0.49 4.98
H -7.71 3.57 10.11
C 1.98 1.13 3.57
O -5.65 3.70 9.80
H -0.93 2.57 -6.99
C 4.11 2.55 0.77
H -0.72 1.98 5.68
C 2.30 1.98 2.35
H 3.62 -1.40 -0.51
O -2.70 -0.19 8.72
N 3.74 2.03 2.09
O 0.60 1.34 -9.29
H -2.66 1.86 -8.95
H -6.29 2.84 12.57
O 8.15 -4.53 -7.70
H 8.13 -2.58 -8.44
H -2.17 -1.31 -7.57
H -4.47 0.56 9.54
O 4.07 0.57 -0.74
N -3.87 -0.93 6.05
C -8.48 3.47 13.69
H -9.39 4.06 13.88
C 4.81 -3.48 -8.18
C -5.57 4.81 10.68
H 0.04 -1.87 -8.47
H -3.37 -2.83 6.76
H -4.13 -0.28 4.11
C -2.04 -0.65 4.25
H -2.01 -1.70 6.73
C -3.08 -2.02 -5.79
H 3.42 -2.54 -5.37
C -3.08 -1.79 6.93
H 5.20 2.50 0.71
H 5.72 -2.93 -8.43
H 4.12 1.10 2.18
H 1.94 3.00 2.52
H 8.67 -3.85 -9.54
H 2.60 1.25 -5.46
H 9.27 -3.74 -6.13
H -7.33 5.28 13.77
H -3.72 -1.98 4.25
Si 0.62 -1.13 -5.09
Cl -3.09 -1.89 -4.01
H 5.49 -2.16 -4.30
C 8.71 -3.51 -8.51
H -2.51 1.60 -4.07
O -1.68 0.71 4.39
N -6.15 3.76 12.96
C 1.64 0.44 -8.95
C 3.35 -0.79 3.93
C 3.50 -0.47 0.04
C -0.55 1.54 -7.06
C 1.56 -0.91 -9.65
C -1.63 2.09 -9.24
N 6.85 -2.56 -5.83
O -0.61 -0.09 -4.59
C -0.62 1.15 -8.57
C -1.38 1.11 5.72
H -2.30 1.42 6.23
O 2.93 -0.70 -3.26
C -7.44 4.41 13.11
H -6.99 2.43 8.95
H -4.91 5.40 12.63
H -3.10 1.68 9.41
H 1.77 0.29 -7.87
H 2.44 -0.32 0.23
H 4.24 -3.61 -9.10
H 0.63 -1.14 -6.56
H -0.88 0.32 6.29
C 5.51 -2.15 -5.39
C 1.64 -3.36 -11.03
O -8.86 2.46 12.76
H 2.52 1.47 4.46
C 0.74 -1.96 -9.30
H -0.94 0.11 -8.75
H 6.91 -2.41 -6.83
H 9.75 -3.31 -8.24
Si -1.57 0.49 -5.85
C 8.42 -4.40 -6.31
H 7.39 -4.05 -4.47
C 2.41 -1.12 -10.71
H -2.78 -2.19 8.99
H 2.45 1.85 -0.50
H -2.49 2.52 -5.38
C 4.29 -2.93 -5.90
H 5.06 -4.47 -7.78
C -2.62 -0.86 -6.69
H 3.84 3.61 0.74
B 2.37 -0.42 -4.46
H -7.83 4.77 12.14
H 0.91 1.23 3.77
H 0.40 -2.48 -4.54
C -6.84 2.94 9.90
H -7.29 1.09 12.79
H -4.01 1.25 7.96
H 1.75 1.56 1.51
C -3.63 0.87 8.91
C -5.19 4.47 12.12
H -4.28 3.85 12.08
H -3.79 0.02 6.36
H 8.69 -5.40 -5.96
C -3.48 -0.98 4.64
C 3.55 1.86 -0.48
H -1.49 2.03 -10.33
H 4.05 -0.58 0.98
H -1.31 -1.30 4.74
C 0.78 -3.15 -9.98
H 3.27 -1.88 3.88
O 3.08 0.42 -5.35
H -6.74 2.17 10.67
H 6.38 -4.63 -5.81
H -1.95 -0.86 3.18
O 2.20 -0.25 3.31
H 4.27 -0.51 3.41
H -8.16 3.05 14.64
H 0.49 1.59 -6.69
H 0.13 -3.97 -9.69
H 2.57 0.91 -9.29
H 3.62 -0.04 -3.07
C -3.29 -1.44 8.39
*
```

***

Entry 3:
The following is a DFT calculation (ωB97M-V with the def2-TZVPD basis set) of a cluster of 6 separate species, C36H81FO4 in total.

Properties
Molecular weight: 597.038 u
HOMO: -10.74 eV
Gap between HOMO and LUMO: 11.28 eV
SMILES string: CCCOOC(=O)O[C@@H](C)F.CCCCCC.CCCCCC.CCCCCC.CCCCCC.CCCCCC
E: -49551.819 eV
ΔE to the lowest compared entry with this formula, charge and spin: 0.0 kcal/mol

Geometry as ORCA input:
```
! RIJCOSX wB97M-V def2-TZVPD def2/J DEFGRID3
* xyz 0 1
H 3.45 5.63 -8.69
H -1.18 -6.03 -7.11
C 0.74 4.70 4.28
H -0.93 -3.57 2.04
C 2.53 5.29 -9.16
H 3.39 4.61 5.22
H -2.24 -0.73 10.85
H -2.01 -2.10 -4.00
H 0.28 -4.04 -7.02
C -0.44 -4.23 -6.22
H 3.32 -0.75 -3.17
C -3.94 -1.76 6.74
H 5.50 1.11 -7.22
H 3.09 3.22 -9.33
H 4.90 3.41 -7.99
H 5.43 3.42 -6.33
H -0.88 -4.90 -3.49
O -3.92 -4.47 2.78
C -2.12 -3.17 -3.83
H 0.95 -6.36 -4.92
H 0.02 5.15 3.60
H 0.79 1.97 3.49
C 3.17 3.92 4.40
H 1.87 3.76 2.69
H -0.69 3.09 -0.25
H 1.94 -0.89 -2.08
C -2.49 -2.74 10.05
H -0.53 1.45 4.50
C 0.13 3.45 4.92
F -3.90 -1.34 3.33
H -4.94 -1.42 6.50
H 0.24 -7.65 -5.89
H -3.56 -2.63 9.84
H -1.99 -3.37 8.05
H 0.92 5.44 5.06
H -2.66 -1.94 12.06
H -4.82 0.37 0.87
H 2.61 5.49 -10.23
C -3.75 -3.75 1.87
H 1.85 2.41 -7.33
C -0.13 -1.84 0.98
C -0.14 2.31 3.94
C -3.26 -0.81 7.73
H -1.35 -3.70 -6.49
H -3.37 -1.82 5.81
H -3.24 0.20 7.31
H -1.23 -1.22 7.17
H -2.09 2.99 3.27
C 0.13 -3.64 -4.92
H -2.71 -3.31 -2.92
C 0.50 -6.59 -5.89
H 1.71 5.90 -8.77
H -0.76 3.49 2.22
H 1.26 -6.43 -6.66
H 0.33 -1.61 3.10
H 3.02 2.32 -0.17
H 0.89 1.14 -3.15
C 0.34 3.09 -0.60
H -0.55 -1.24 0.16
C -2.08 -1.77 11.15
C 2.11 3.47 -7.42
H 2.24 1.26 -4.25
H -1.24 -0.93 2.64
H 1.71 -1.12 -3.80
H 1.25 4.02 -7.02
C 2.05 4.46 3.52
H -0.80 3.73 5.41
H -2.36 -3.77 10.41
C -5.21 -0.38 1.57
C -4.11 -1.36 1.96
C 2.28 3.81 -8.90
H 3.81 1.71 -2.41
C 0.96 1.72 -0.36
H -0.30 -3.96 0.42
C -1.83 -1.21 8.08
C -0.74 -5.73 -6.16
H 2.36 5.40 3.06
H 0.29 -2.57 -5.07
H 0.25 -0.09 2.17
C -0.75 -3.84 -3.69
C 4.62 3.09 -6.99
H -0.23 -3.42 -2.82
H -5.59 0.13 2.46
O -4.53 -2.66 1.59
H -6.03 -0.91 1.07
H 0.79 3.08 5.71
C -1.14 2.68 2.84
C 2.25 -0.53 -3.06
H 2.80 0.62 -0.48
H 0.88 1.48 0.70
H 0.38 0.96 -0.89
H 3.10 3.48 -5.52
C -0.21 -1.08 2.31
C 2.73 1.85 -2.25
H 2.92 2.95 4.83
H -1.39 -0.44 8.72
H 3.78 1.17 -7.61
H -1.32 1.82 2.19
H 1.37 3.50 -9.43
C 2.43 1.61 -0.77
H 2.53 2.90 -2.50
H -2.69 -3.59 -4.66
H 4.30 1.22 -5.93
C -1.69 -2.58 8.76
C 4.54 1.56 -6.94
C 3.33 3.78 -6.55
H -0.63 -2.76 8.97
H -4.03 -2.77 7.15
H 0.88 3.86 -0.05
C 1.97 0.96 -3.23
H -1.49 -5.93 -5.40
H 0.93 -2.02 0.72
H -3.87 -0.74 8.64
C -0.83 -3.20 1.01
H -3.15 -1.13 1.49
H -1.02 -1.88 11.39
H 0.34 3.37 -1.65
H 1.12 -4.07 -4.73
H 4.09 3.79 3.82
H 3.50 4.86 -6.52
O -2.92 -4.13 0.84
O -2.14 -2.99 0.45
*
```